Computed, not measured: a structure of composition C7H5Br3O, with ωB97M-V/def2-TZVPD.

## Properties
Energy in hartree: -8066.98503

Atoms and positions in Å:
Br1 -0.17505 -2.89239 1.00854
Br2 -2.05324 -0.55425 2.34483
Br3 -0.00434 -2.22512 4.08270
O1 0.75722 -0.39385 2.07063
C1 0.99773 2.16648 -1.17105
C2 0.09758 1.10581 -1.23576
C3 1.81840 2.41349 -0.10073
C4 -0.02226 0.23587 -0.11725
C5 1.76610 1.49508 0.95691
C6 0.81117 0.47035 0.98324
C7 -0.23779 -1.38634 2.28744
H1 1.02002 2.80951 -2.04282
H2 -0.52894 1.01083 -2.10846
H3 2.52788 3.23872 -0.12658
H4 -0.75248 -0.55161 -0.16879
H5 2.44483 1.52426 1.80398



Computed, not measured: an isolated molecule of C7H5BrCl2N2O2, with ωB97M-V/def2-TZVPD.

## Properties
SMILES: CC(=O)[C@@H](Br)n1ncc(Cl)c(Cl)c1=O
Energy in hartree: -4024.07956

Atoms and positions in Å:
C1 -1.46671 -1.04472 -1.63744
C2 -2.74929 -0.68589 -1.06327
C3 -2.80921 0.35841 -0.17939
C4 -1.50498 0.89490 0.37515
C5 1.80537 -0.28085 1.02442
C6 3.26568 -0.24710 0.89292
C7 0.96254 0.74165 0.25972
N1 -0.38666 -0.61559 -1.06888
N2 -0.37476 0.23779 -0.07675
O1 -1.39953 1.82778 1.12535
O2 1.11577 -1.05464 1.65953
Cl1 -4.18236 -1.59611 -1.52973
Cl2 -4.17305 1.10142 0.46196
Br1 1.88149 1.55141 -1.29323
H1 -1.36791 -1.87239 -2.27540
H2 3.39939 -0.78483 0.06226
H3 3.63707 0.64199 0.71039
H4 3.66532 -0.80655 1.65816
H5 0.68184 1.63332 0.89424



Computed, not measured: the ion C7H5Cl2NP with charge +1, with ωB97M-V/def2-TZVPD.

## Properties
Charge: +1
Energy in hartree: -1585.91125

Atoms and positions in Å:
C1 -2.64352 -1.52346 -0.65276
C2 2.39274 0.35173 0.14624
C3 1.59977 0.99134 -0.82254
C4 1.81058 -0.58806 0.97071
C5 0.26231 0.72828 -0.94427
C6 0.44087 -0.59721 1.13087
C7 -0.30381 0.08621 0.10545
N1 -2.94268 -2.31784 -1.40381
P1 -2.12948 -0.05449 0.17846
Cl1 -3.19340 1.64702 -1.11415
Cl2 -2.94781 -0.02669 1.92007
H1 3.49605 0.57505 0.22099
H2 1.88111 1.61710 -1.67678
H3 2.36005 -0.99028 1.84441
H4 -0.14802 1.26942 -1.81351
H5 0.06525 -1.16812 1.91062



Computed, not measured: an isolated molecule of C7H5ClF3NO2S2, with ωB97M-V/def2-TZVPD.

## Properties
SMILES: O=S(=O)(CCC(F)=C(F)F)c1ncc(Cl)s1
Energy in hartree: -2031.04489

Atoms and positions in Å:
O1 0.02368 1.58499 0.45140
O2 -2.08116 0.90589 -0.49143
F1 2.64822 -0.03967 1.93824
F2 2.58327 1.78666 3.39312
F3 -0.10075 1.22379 4.04594
Cl1 1.57948 -2.26126 -4.41576
N1 0.60691 -1.94315 -0.48114
S1 0.06276 -0.39926 -2.51837
C1 0.01086 -0.81397 -0.84924
C2 1.91141 0.75345 2.81426
C3 1.18769 -2.51280 -1.64552
C4 0.97938 -1.82464 -2.81193
C5 0.59170 0.46437 3.15518
C6 -0.06287 -0.77211 2.57929
C7 -1.33019 -0.39983 1.71842
S2 -0.88160 0.44722 0.17959
H1 1.81388 -3.40313 -1.60358
H2 0.61972 -1.37444 1.98782
H3 -0.34647 -1.42588 3.41059
H4 -1.92686 0.29110 2.28699
H5 -1.95428 -1.27620 1.50196



Computed, not measured: an isolated molecule of C7H5FIN, with ωB97M-V/def2-TZVPD.

## Properties
SMILES: N#C/C=C(\F)CCC#CI
Energy in hartree: -721.88864

Atoms and positions in Å:
C1 3.40450 -2.25934 -2.33421
C2 -0.50821 -1.34472 0.30062
C3 2.13917 -1.88837 -2.02105
C4 -0.67860 -2.48558 -0.00521
C5 1.86648 -0.90779 -1.15349
C6 0.21057 -0.03800 0.45471
C7 0.66646 0.03761 -1.04123
N1 4.53196 -2.12707 -2.52390
F1 2.68491 -0.63371 -0.15009
I1 -1.53485 -4.27388 -0.11569
H1 1.43349 -2.01482 -2.72039
H2 -0.38156 0.87269 0.58786
H3 1.19877 0.03719 1.03486
H4 1.06568 0.93868 -1.40093
H5 -0.18188 -0.47121 -1.60878



Computed, not measured: the ion C7H5FNO3S with charge -1, with ωB97M-V/def2-TZVPD.

## Properties
Charge: -1
Energy in hartree: -1048.25304

Atoms and positions in Å:
C1 0.75792 0.76914 0.00046
C2 0.64075 -0.53956 0.47058
C3 -0.27926 1.40110 -0.70082
C4 -0.54800 -1.17755 0.45978
C5 -1.50550 0.75121 -0.71358
C6 -1.60982 -0.54022 -0.21410
C7 -2.99356 -1.07316 -0.28157
N1 -3.86024 -0.61790 0.62302
O1 -4.96736 0.91060 -1.19314
O2 -3.39378 -1.90102 -1.10768
O3 -6.10534 0.82424 0.97947
F1 -3.13698 0.25087 1.63649
S1 -5.57740 0.10850 -0.13415
H1 1.67222 1.40222 0.14851
H2 1.30527 -0.89254 1.19548
H3 -0.26460 2.49510 -0.96036
H4 -0.68884 -2.28455 0.62747
H5 -2.31846 1.26876 -1.20011



Computed, not measured: an isolated molecule of C7H5N, with ωB97M-V/def2-TZVPD.

## Properties
SMILES: C=C1C=CC(C#N)=C1
Energy in hartree: -324.41932

Atoms and positions in Å:
C1 2.15708 -0.83008 -0.02609
C2 0.99963 -0.19253 0.01046
C3 0.63311 1.29635 -0.00029
C4 -0.71308 1.34569 -0.00017
C5 -1.28669 -0.03894 0.03889
C6 -0.28271 -0.92751 0.04818
C7 -2.66893 -0.29910 0.15019
H1 2.13097 -1.93140 -0.13179
H2 3.12513 -0.29038 -0.05777
H3 1.31403 2.06007 0.23159
H4 -1.31476 2.24688 -0.22175
H5 -0.29231 -2.02039 0.05922
N1 -3.80148 -0.41867 -0.10069



The calculation returns the following E_HOMO values, one per record and in order: -9.22; -9.48; -14.21; -9.49; -9.56; -5.04; -9.32 eV.
The calculation returns the following Kohn-Sham gap values, one per record and in order: 8.77; 8.95; 7.63; 9.23; 9.79; 8.43; 8.65 eV.